Entry w
Entry from the Open Molecules 2025 dataset: C4H11NS in the gas phase (ωB97M-V with the def2-TZVPD basis set).

Values from the calculation:
**LUMO**: 1.028 eV
**Kohn-Sham gap**: 9.1 eV
**SMILES**: CCSCNC
**E_HOMO**: -8.11 eV

Structure (ORCA input):
```
! RIJCOSX wB97M-V def2-TZVPD def2/J DEFGRID3
* xyz 0 1
C 1.4875 -0.9305 1.6482
C 1.2133 -1.6079 0.3205
S -0.3317 -1.0126 -0.4782
C 0.1642 0.6148 -0.9300
N -1.0053 1.4926 -0.7914
C -1.3259 2.1755 0.4440
H 0.6261 -1.0885 2.2873
H 1.7413 0.1546 1.4598
H 2.4321 -1.3245 2.0378
H 1.0481 -2.6847 0.4095
H 1.9493 -1.4940 -0.4869
H 0.1213 0.7209 -2.0597
H 1.0907 1.0807 -0.6147
H -1.6686 1.5824 -1.5344
H -1.5003 3.2180 0.2362
H -0.4067 2.1103 1.0785
H -2.1019 1.6674 1.0448
*
```

Here are the natural (NBO) charges for atoms 1 to 5, given in e: C -0.63; C -0.52; S 0.19; C -0.39; N -0.67

=====

Entry x
Entry from the Open Molecules 2025 dataset: 2 unconnected molecules or ions with the total composition C4H11NS (ωB97M-V with the def2-TZVPD basis set).

Values from the calculation:
**LUMO**: 0.672 eV
**Kohn-Sham gap**: 9.5 eV
**SMILES**: C/C=C/C.NS
**E_HOMO**: -8.79 eV

Structure (ORCA input):
```
! RIJCOSX wB97M-V def2-TZVPD def2/J DEFGRID3
* xyz 0 1
C -2.2292 1.8729 0.1684
C -1.0751 1.0109 -0.2222
C -1.2556 -0.3521 -0.3844
C -0.1401 -1.2862 -0.6909
H -2.6396 2.4645 -0.6390
H -1.9388 2.5821 0.9911
H -3.0853 1.2648 0.4470
H -0.1515 1.5001 -0.4937
H -2.2171 -0.8081 -0.3415
H 0.1070 -1.8940 0.2526
H 0.8480 -0.8985 -0.7947
H -0.4173 -1.8665 -1.4721
N 2.9518 -1.2554 0.7317
S 2.8365 0.4333 0.3346
H 3.2992 -1.4485 1.6843
H 3.6248 -1.7722 0.1734
H 1.4822 0.4528 0.2552
*
```

Here are the natural (NBO) charges for atoms 1 to 5, given in e: C -0.64; C -0.20; C -0.17; C -0.65; H 0.21

=====

Computed energies relative to the best structure, in eV: entry w 0.000; entry x 0.494

=====

Entry w
Entry from the Open Molecules 2025 dataset: C4H11NS in the gas phase (ωB97M-V with the def2-TZVPD basis set).

Values from the calculation:
**LUMO**: 0.912 eV
**Kohn-Sham gap**: 8.8 eV
**E_HOMO**: -7.87 eV

Structure (ORCA input):
```
! RIJCOSX wB97M-V def2-TZVPD def2/J DEFGRID3
* xyz 0 1
C -1.4629 0.1708 -0.5750
C 0.7143 -0.6340 -1.7391
C -0.1793 0.5150 2.1794
C 0.0419 0.1330 -0.6017
N 2.1874 -0.4740 0.7335
S 0.6972 -0.7495 0.9684
H -1.8486 0.7734 0.1948
H -1.9186 0.5211 -1.5075
H -1.8018 -0.7500 -0.4898
H 0.4112 -1.6089 -1.7353
H 1.7223 -0.7301 -1.5332
H 0.4674 -0.0922 -2.6325
H -0.5202 1.3283 1.5207
H 0.3699 1.0397 2.9786
H -0.9897 -0.0448 2.5808
H 0.5321 1.1595 -0.3198
H 2.7237 -0.7910 1.5310
*
```

Here are the natural (NBO) charges for atoms 1 to 5, given in e: C -0.63; C -0.64; C -0.81; C -0.28; N -1.19

=====

Entry x
Entry from the Open Molecules 2025 dataset: C4H11NS in the gas phase (ωB97M-V with the def2-TZVPD basis set).

Values from the calculation:
**LUMO**: 0.910 eV
**Kohn-Sham gap**: 9.5 eV
**SMILES**: CNCCCS
**E_HOMO**: -8.63 eV

Structure (ORCA input):
```
! RIJCOSX wB97M-V def2-TZVPD def2/J DEFGRID3
* xyz 0 1
C -1.7175 -1.7502 0.7238
N -1.0058 -0.5707 0.2512
C 0.4177 -0.6200 0.3973
C 1.0567 0.7733 0.4864
C 0.6184 1.6696 -0.6332
S 1.1903 1.0197 -2.2614
H -1.8216 -1.6796 1.8205
H -1.2003 -2.6945 0.5355
H -2.7374 -1.6697 0.3805
H -1.3803 -0.3129 -0.6452
H 0.9089 -1.2740 -0.3307
H 0.6463 -1.1045 1.3430
H 2.1322 0.6349 0.4794
H 0.7890 1.0908 1.4900
H 0.8690 2.7091 -0.5705
H -0.4581 1.6216 -0.7281
H 1.6925 2.1572 -2.7386
*
```

Here are the natural (NBO) charges for atoms 1 to 5, given in e: C -0.41; N -0.65; C -0.22; C -0.42; C -0.49

=====

Entry y
Entry from the Open Molecules 2025 dataset: C4H11NS in the gas phase (ωB97M-V with the def2-TZVPD basis set).

Values from the calculation:
**LUMO**: 1.007 eV
**Kohn-Sham gap**: 9.6 eV
**SMILES**: CSCCCN
**E_HOMO**: -8.60 eV

Structure (ORCA input):
```
! RIJCOSX wB97M-V def2-TZVPD def2/J DEFGRID3
* xyz 0 1
C -0.6667 2.2209 -1.6823
S -1.3542 2.1383 0.0317
C -0.2022 0.9384 0.8500
C -0.4271 -0.5203 0.0676
C 0.1274 -1.9890 0.6258
N 1.6027 -1.9061 1.0852
H -1.0452 1.3877 -2.3580
H -0.9347 3.1725 -2.0808
H 0.4435 2.1490 -1.7607
H 0.8341 1.2358 0.8321
H -0.4730 0.8020 1.9992
H -1.5203 -0.5596 -0.0258
H -0.1495 -0.4857 -0.9795
H 0.0838 -2.8144 -0.1300
H -0.7084 -2.3342 1.3471
H 1.9800 -0.9895 0.7492
H 2.4098 -2.4456 1.4291
*
```

Here are the natural (NBO) charges for atoms 1 to 5, given in e: C -0.75; S 0.18; C -0.53; C -0.42; C -0.20

=====

Entry z
Entry from the Open Molecules 2025 dataset: 2 unconnected molecules or ions with the total composition C4H11NS (ωB97M-V with the def2-TZVPD basis set).

Values from the calculation:
**LUMO**: -1.830 eV
**Kohn-Sham gap**: 5.5 eV
**E_HOMO**: -7.34 eV

Structure (ORCA input):
```
! RIJCOSX wB97M-V def2-TZVPD def2/J DEFGRID3
* xyz 0 1
C -0.4967 -2.1195 0.7068
C 1.1033 -0.7138 0.7761
N 0.9930 -2.0067 0.3443
H -0.5709 -2.2422 1.7865
H -0.7774 -3.1268 0.3585
H -1.2042 -1.4467 0.2371
H 1.3170 -0.6453 1.8406
H 1.6661 -0.0002 0.1828
H 1.1275 -2.0895 -0.6597
C -0.8258 2.0558 -0.0794
C 0.0690 1.6429 -1.2507
S -0.1460 -0.0531 -1.8529
H -1.8655 2.0362 -0.4212
H -0.6500 3.1083 0.1664
H -0.7058 1.4477 0.8216
H 1.0877 1.8166 -0.8840
H -0.1214 2.3363 -2.0729
*
```

Here are the natural (NBO) charges for atoms 1 to 5, given in e: C -0.46; C 0.06; N -0.54; H 0.22; H 0.22

=====

Computed energies relative to the best structure, in eV: entry w 2.160; entry x 0.000; entry y 1.569; entry z 3.844

=====

Entry w
Entry from the Open Molecules 2025 dataset: 2 unconnected molecules or ions with the total composition C4H11NS (ωB97M-V with the def2-TZVPD basis set).

Values from the calculation:
**LUMO**: -0.346 eV
**Kohn-Sham gap**: 8.4 eV
**E_HOMO**: -8.78 eV

Structure (ORCA input):
```
! RIJCOSX wB97M-V def2-TZVPD def2/J DEFGRID3
* xyz 0 1
C -2.0185 -0.0927 -0.6805
C -1.0708 -0.6836 1.5989
C 2.9573 1.8113 -0.1334
C -1.2153 -1.1541 0.1009
N 1.0706 -0.4550 -1.2711
S 0.5900 -1.4631 -0.3317
H -3.0564 -0.1324 -0.9868
H -1.9665 0.9441 -0.2071
H -1.3464 -0.1348 -1.5823
H -0.2405 -0.0515 1.9172
H -1.2747 -1.4988 2.2051
H -1.8826 -0.0440 1.7756
H 2.1053 2.4917 -0.3685
H 3.6627 2.0515 -0.8533
H 3.4194 1.9355 0.7643
H -1.6860 -2.1599 0.2147
H 2.6574 0.8084 -0.2335
*
```

Here are the natural (NBO) charges for atoms 1 to 5, given in e: C -0.66; C -0.63; C -0.84; C -0.44; N -0.75

=====

Entry x
Entry from the Open Molecules 2025 dataset: C4H11NS in the gas phase (ωB97M-V with the def2-TZVPD basis set).

Values from the calculation:
**LUMO**: 0.917 eV
**Kohn-Sham gap**: 9.9 eV
**SMILES**: CN[C@H](C)CS
**E_HOMO**: -8.96 eV

Structure (ORCA input):
```
! RIJCOSX wB97M-V def2-TZVPD def2/J DEFGRID3
* xyz 0 1
C -0.4242 -0.0572 -2.8853
N 0.2643 -0.8455 -1.6879
C -0.0312 -0.0147 -0.5046
C 0.5208 1.3618 -0.3607
C 0.2151 -0.7889 0.8217
S -0.2209 0.0298 2.4056
H 0.0890 0.9717 -3.1286
H -0.1333 -0.7264 -3.6680
H -1.5569 -0.0474 -2.6875
H 1.3625 -0.6382 -1.8484
H -1.1278 0.0931 -0.3464
H 0.5316 1.8529 -1.3816
H -0.1101 1.9906 0.3247
H 1.6429 1.2084 -0.1965
H -0.3596 -1.6606 0.6452
H 1.2729 -0.9327 1.0883
H -1.6107 0.3248 2.0986
*
```

Here are the natural (NBO) charges for atoms 1 to 5, given in e: C -0.44; N -0.60; C -0.08; C -0.64; C -0.50

=====

Entry y
Entry from the Open Molecules 2025 dataset: C4H11NS in the gas phase (ωB97M-V with the def2-TZVPD basis set).

Values from the calculation:
**LUMO**: 1.063 eV
**Kohn-Sham gap**: 9.4 eV
**SMILES**: CCSCNC
**E_HOMO**: -8.33 eV

Structure (ORCA input):
```
! RIJCOSX wB97M-V def2-TZVPD def2/J DEFGRID3
* xyz 0 1
C 0.2705 2.3154 1.1355
C 1.2207 1.0453 1.4004
S 1.0518 -0.2133 0.0711
C -0.7729 -0.4393 0.1678
N -1.3490 -1.4175 -0.6587
C -1.2500 -1.2926 -2.1354
H -0.1458 2.3596 0.0295
H 0.7781 3.1291 1.5543
H -0.6723 2.2599 1.7573
H 1.0650 0.5713 2.4029
H 2.1520 1.3213 0.9957
H -1.1006 0.5785 -0.2446
H -1.1602 -0.5724 1.1338
H -1.2709 -2.3734 -0.2204
H -2.0643 -0.6133 -2.3949
H -1.4579 -2.2225 -2.5773
H -0.3192 -0.8757 -2.3722
*
```

Here are the natural (NBO) charges for atoms 1 to 5, given in e: C -0.63; C -0.52; S 0.10; C -0.32; N -0.64

=====

Entry z
Entry from the Open Molecules 2025 dataset: C4H11NS in the gas phase (ωB97M-V with the def2-TZVPD basis set).

Values from the calculation:
**LUMO**: 0.943 eV
**Kohn-Sham gap**: 9.7 eV
**SMILES**: CN[C@@H](C)CS
**E_HOMO**: -8.76 eV

Structure (ORCA input):
```
! RIJCOSX wB97M-V def2-TZVPD def2/J DEFGRID3
* xyz 0 1
C -2.2788 -0.8131 -1.2787
N -1.7796 0.2906 -0.4241
C -0.2854 0.3138 -0.2689
C 0.3564 1.3344 -1.1637
C 0.2305 0.1314 1.1836
S 1.8524 -0.6653 1.0700
H -1.6176 -0.9364 -2.1397
H -3.3092 -0.5817 -1.5238
H -2.1728 -1.6961 -0.6525
H -2.0416 1.2145 -0.7332
H -0.1300 -0.7264 -0.6320
H 1.3428 1.6972 -0.8765
H -0.3506 2.1754 -1.1101
H 0.4622 1.0485 -2.2081
H -0.5578 -0.4173 1.6954
H 0.2172 1.1123 1.6721
H 2.6349 0.2048 1.7258
*
```

Here are the natural (NBO) charges for atoms 1 to 5, given in e: C -0.41; N -0.63; C -0.06; C -0.63; C -0.53

=====

Computed energies relative to the best structure, in eV: entry w 2.591; entry x 0.902; entry y 0.657; entry z 0.000

=====

Entry w
Entry from the Open Molecules 2025 dataset: C4H6N2 in the gas phase (ωB97M-V with the def2-TZVPD basis set).

Values from the calculation:
**LUMO**: 0.719 eV
**Kohn-Sham gap**: 8.9 eV
**SMILES**: [H]/N=C/C=C=CN
**E_HOMO**: -8.18 eV

Structure (ORCA input):
```
! RIJCOSX wB97M-V def2-TZVPD def2/J DEFGRID3
* xyz 0 1
H -1.1331 -2.7810 0.2166
N -0.7375 -1.8426 0.1661
C -1.6652 -0.9702 0.1781
C -1.3645 0.4818 0.1300
C -0.1440 0.8918 -0.1404
C 1.1013 0.8791 -0.5664
N 2.2653 0.6726 0.1470
H -2.7304 -1.2299 0.2567
H -2.1817 1.1719 0.3419
H 1.2467 1.0329 -1.6333
H 3.1207 1.0206 -0.2492
H 2.2224 0.6730 1.1530
*
```

Here are the natural (NBO) charges for atoms 1 to 5, given in e: H 0.33; N -0.61; C 0.10; C -0.35; C 0.02

=====

Entry x
Entry from the Open Molecules 2025 dataset: C4H6N2 in the gas phase (ωB97M-V with the def2-TZVPD basis set).

Values from the calculation:
**LUMO**: 0.875 eV
**Kohn-Sham gap**: 9.7 eV
**SMILES**: N#CC1(N)CC1
**E_HOMO**: -8.84 eV

Structure (ORCA input):
```
! RIJCOSX wB97M-V def2-TZVPD def2/J DEFGRID3
* xyz 0 1
N 2.4418 -0.2491 -1.0421
C 1.4198 -0.0651 -0.5320
C 0.1305 0.0746 0.0293
N 0.8362 1.2314 0.8997
C -1.1944 -0.1009 -0.7691
C -0.8446 -1.1127 0.2843
H 1.3813 1.0575 1.7489
H 0.9850 2.1871 0.5647
H -1.1682 -0.3897 -1.8329
H -2.0013 0.5906 -0.5395
H -1.4226 -1.0880 1.2048
H -0.5635 -2.1357 -0.0160
*
```

Here are the natural (NBO) charges for atoms 1 to 5, given in e: N -0.38; C 0.27; C 0.02; N -0.86; C -0.39

=====

Entry y
Entry from the Open Molecules 2025 dataset: C4H6N2 in the gas phase (ωB97M-V with the def2-TZVPD basis set).

Values from the calculation:
**LUMO**: 0.970 eV
**Kohn-Sham gap**: 11.1 eV
**SMILES**: C[C@H]1N[C@H]1C#N
**E_HOMO**: -10.12 eV

Structure (ORCA input):
```
! RIJCOSX wB97M-V def2-TZVPD def2/J DEFGRID3
* xyz 0 1
C -1.1811 0.8325 -0.0917
C -0.5659 -0.4896 0.3112
N 0.1285 -1.4550 -0.5301
C 0.9083 -0.6802 0.4348
C 1.7565 0.3889 -0.0566
N 2.4200 1.2544 -0.4459
H -0.7223 1.2833 -0.9765
H -2.2547 0.7179 -0.2723
H -1.0632 1.5369 0.7409
H -1.1316 -1.0000 1.0874
H 0.3788 -1.1442 -1.4615
H 1.3267 -1.2452 1.2603
*
```

Here are the natural (NBO) charges for atoms 1 to 5, given in e: C -0.64; C -0.04; N -0.55; C -0.21; C 0.26

=====

Computed energies relative to the best structure, in eV: entry w 0.904; entry x 1.854; entry y 0.000

=====

Entry w
Entry from the Open Molecules 2025 dataset: C4H6N2 in the gas phase (ωB97M-V with the def2-TZVPD basis set).

Values from the calculation:
**LUMO**: 1.106 eV
**Kohn-Sham gap**: 9.6 eV
**SMILES**: C1=NN[C@@H]2C[C@H]12
**E_HOMO**: -8.54 eV

Structure (ORCA input):
```
! RIJCOSX wB97M-V def2-TZVPD def2/J DEFGRID3
* xyz 0 1
C -1.0459 1.0842 0.0327
N -1.7641 0.0516 0.2128
N -1.0419 -1.0990 -0.1222
C 0.3293 -0.8063 -0.4069
C 1.1764 0.0458 0.6012
C 0.3389 0.7478 -0.4547
H -1.4766 2.0531 -0.1122
H -1.2559 -1.7978 0.6276
H 0.7300 -1.5030 -1.1181
H 2.2072 0.1070 0.4095
H 0.8445 -0.0927 1.5948
H 0.9579 1.2094 -1.2646
*
```

Here are the natural (NBO) charges for atoms 1 to 5, given in e: C 0.01; N -0.21; N -0.45; C -0.09; C -0.43

=====

Entry x
Entry from the Open Molecules 2025 dataset: C4H6N2 in the gas phase (ωB97M-V with the def2-TZVPD basis set).

Values from the calculation:
**LUMO**: 0.930 eV
**Kohn-Sham gap**: 10.9 eV
**SMILES**: N#CC[C@H]1CN1
**E_HOMO**: -9.93 eV

Structure (ORCA input):
```
! RIJCOSX wB97M-V def2-TZVPD def2/J DEFGRID3
* xyz 0 1
N -2.6276 -0.6236 -1.2968
C -1.9349 0.1140 -0.7362
C -0.9201 0.8534 0.0193
C 0.0626 -0.1991 0.5710
C 1.1802 -0.7251 -0.3354
N 1.4660 0.3711 0.5579
H -0.3558 1.5363 -0.6153
H -1.4017 1.4778 0.7973
H -0.5207 -0.7395 1.3559
H 1.1220 -0.4990 -1.4002
H 1.7849 -1.6338 -0.1753
H 2.1453 0.0674 1.2577
*
```

Here are the natural (NBO) charges for atoms 1 to 5, given in e: N -0.33; C 0.28; C -0.52; C -0.08; C -0.25

=====

Entry y
Entry from the Open Molecules 2025 dataset: C4H6N2 in the gas phase (ωB97M-V with the def2-TZVPD basis set).

Values from the calculation:
**LUMO**: 1.043 eV
**Kohn-Sham gap**: 10.0 eV
**SMILES**: Cc1cn[nH]c1
**E_HOMO**: -8.97 eV

Structure (ORCA input):
```
! RIJCOSX wB97M-V def2-TZVPD def2/J DEFGRID3
* xyz 0 1
C 1.2069 -0.6481 1.1079
C 0.2818 -0.2153 -0.0255
C -0.5797 -0.8901 -0.9445
N -1.6199 -0.1339 -1.3338
N -1.3471 1.0747 -0.8171
C -0.1862 1.0779 -0.1209
H 1.9487 -1.4214 0.8907
H 1.7333 0.2253 1.5159
H 0.6062 -1.0261 1.9543
H -0.3610 -1.8078 -1.4859
H -2.0491 1.7924 -0.6855
H 0.3662 1.9983 -0.0324
*
```

Here are the natural (NBO) charges for atoms 1 to 5, given in e: C -0.62; C -0.13; C -0.06; N -0.26; N -0.35

=====

Entry z
Entry from the Open Molecules 2025 dataset: C4H6N2 in the gas phase (ωB97M-V with the def2-TZVPD basis set).

Values from the calculation:
**LUMO**: 0.306 eV
**Kohn-Sham gap**: 7.3 eV
**E_HOMO**: -6.97 eV

Structure (ORCA input):
```
! RIJCOSX wB97M-V def2-TZVPD def2/J DEFGRID3
* xyz 0 1
N 0.3112 -1.5198 -2.3251
C 0.1288 -0.6149 -1.6237
C -0.2962 0.5072 -0.7207
C -1.2358 0.1989 0.4274
C -0.0329 -0.4177 1.1204
N 0.7862 0.6246 0.3479
H -0.4148 1.4054 -1.3388
H 0.6248 1.5235 0.8056
H -2.1159 -0.4116 0.2329
H 0.3777 -1.3841 0.7566
H 0.0987 -0.3616 2.2068
H 1.7682 0.4501 0.1107
*
```

Here are the natural (NBO) charges for atoms 1 to 5, given in e: N -0.32; C 0.20; C -0.14; C -0.62; C -0.21

=====

Computed energies relative to the best structure, in eV: entry w 1.169; entry x 0.621; entry y 0.000; entry z 3.009